Entry 1:
Computed, not measured: a molecular structure, C15H10AuFN3O3S at a distorted geometry, with ωB97M-V with the def2-TZVPD basis set.

Last column: natural (NBO) charge in e.
CARTESIAN COORDINATES (ANGSTROEM)
Au (0.14, 0.03, 2.72)  0.38
F (-0.29, 0.38, 8.64)  -0.34
C (-0.17, 0.30, 7.31)  0.37
C (1.09, 0.13, 6.77)  -0.31
C (1.18, 0.16, 5.39)  -0.21
C (0.05, 0.37, 4.60)  -0.36
C (-1.20, 0.51, 5.12)  -0.23
C (-1.38, 0.31, 6.53)  -0.29
H (1.98, 0.05, 7.38)  0.22
H (2.15, 0.24, 4.93)  0.20
H (-2.09, 0.73, 4.47)  0.21
H (-2.40, 0.23, 7.03)  0.22
O (-3.44, 0.28, -4.88)  -0.98
S (-2.53, 0.14, -6.00)  2.37
O (-2.84, -0.95, -6.94)  -1.02
O (-2.24, 1.23, -6.88)  -0.99
C (-0.83, -0.28, -5.33)  0.18
N (0.18, 0.02, -6.12)  -0.42
C (1.41, -0.04, -5.68)  0.08
C (1.63, -0.33, -4.28)  -0.30
C (0.48, -0.57, -3.49)  0.17
N (-0.66, -0.80, -4.09)  -0.44
C (0.58, -0.53, -2.08)  0.02
C (-0.69, -0.29, -1.48)  -0.21
C (-0.73, -0.01, -0.14)  0.05
N (0.39, -0.09, 0.69)  -0.51
C (1.58, -0.29, 0.12)  0.04
C (1.73, -0.39, -1.23)  -0.23
H (2.15, 0.11, -6.44)  0.19
H (2.69, -0.27, -3.99)  0.21
H (-1.49, -0.09, -2.13)  0.27
H (-1.61, 0.23, 0.43)  0.22
H (2.48, -0.10, 0.70)  0.21
H (2.69, -0.44, -1.65)  0.22

* F_max: 4.754 eV Å⁻¹
* total charge: -1
* LUMO: 0.0407 Eh

Entry 2:
Computed, not measured: a molecular structure, C15H10BClF5MnN6O4Se, with ωB97M-V with the def2-TZVPD basis set.

Last column: Mulliken spin population.
CARTESIAN COORDINATES (ANGSTROEM)
Mn (-0.21, -1.50, -0.92)  2.03
C (2.26, 1.25, 0.93)  0.01
C (0.99, 0.79, 0.60)  0.03
N (1.10, -0.35, -0.08)  -0.04
N (2.41, -0.65, -0.21)  0.02
C (3.13, 0.31, 0.39)  0.03
B (2.81, -1.90, -1.03)  -0.08
N (2.08, -3.10, -0.38)  0.01
C (2.52, -4.20, 0.22)  0.03
C (1.44, -4.89, 0.74)  0.00
C (0.33, -4.12, 0.41)  0.02
N (0.74, -3.04, -0.27)  -0.04
N (2.18, -1.71, -2.43)  0.01
C (2.72, -1.62, -3.66)  0.03
C (1.71, -1.36, -4.57)  0.00
C (0.55, -1.29, -3.81)  0.02
N (0.85, -1.50, -2.52)  -0.04
H (2.51, 2.14, 1.47)  0.00
H (0.02, 1.21, 0.81)  0.00
H (4.20, 0.25, 0.41)  0.00
H (3.99, -2.05, -1.08)  0.00
H (3.58, -4.42, 0.25)  0.00
H (1.45, -5.82, 1.29)  0.00
H (-0.71, -4.28, 0.62)  0.00
H (3.77, -1.76, -3.80)  0.00
H (1.80, -1.23, -5.63)  0.00
H (-0.47, -1.10, -4.11)  0.00
O (-3.83, -1.05, -0.76)  0.00
Cl (-2.45, -1.21, -0.82)  0.01
O (-1.97, -2.34, -1.67)  -0.01
O (-1.76, -1.49, 0.47)  -0.01
O (-1.67, -0.06, -1.35)  -0.02
F (-3.00, 7.03, 3.11)  0.01
C (-3.01, 5.74, 2.84)  0.11
C (-2.57, 4.83, 3.79)  -0.02
F (-2.15, 5.27, 4.97)  0.00
C (-2.57, 3.48, 3.50)  0.07
F (-2.14, 2.64, 4.43)  0.01
C (-3.01, 3.00, 2.26)  -0.08
Se (-3.00, 1.18, 1.87)  0.84
C (-3.45, 3.94, 1.32)  0.07
F (-3.87, 3.55, 0.12)  0.01
C (-3.45, 5.29, 1.59)  -0.03
F (-3.86, 6.17, 0.69)  0.00

* F_max: 0.930 eV Å⁻¹
* total charge: +1
* 2S+1: 4
* LUMO (spin up / spin down): -0.1539 / -0.1793 Eh

Entry 3:
Computed, not measured: a molecular structure, C15H10ClF3NO5S3 at a distorted geometry, with ωB97M-V with the def2-TZVPD basis set.

Last column: natural (NBO) charge in e.
CARTESIAN COORDINATES (ANGSTROEM)
Cl (1.04, -1.86, -1.25)  -0.03
C (0.37, -1.36, 0.21)  -0.99
S (0.26, -2.53, 1.50)  2.14
C (-1.49, -3.01, 1.62)  -0.29
C (-2.43, -1.98, 1.66)  -0.16
C (-3.80, -2.27, 1.67)  -0.24
C (-4.25, -3.59, 1.68)  -0.24
C (-3.31, -4.61, 1.79)  -0.22
C (-1.93, -4.33, 1.80)  -0.21
O (0.91, -3.76, 1.08)  -0.98
O (0.54, -1.98, 2.81)  -0.99
H (-0.51, -0.72, 0.13)  0.19
H (-2.10, -0.94, 1.69)  0.21
H (-4.52, -1.46, 1.67)  0.20
H (-5.32, -3.81, 1.59)  0.20
H (-3.66, -5.63, 1.86)  0.20
H (-1.24, -5.15, 1.97)  0.23
F (0.37, 6.01, -4.45)  -0.32
C (0.61, 4.66, -4.50)  0.82
F (-0.52, 3.99, -4.21)  -0.30
F (0.99, 4.34, -5.78)  -0.32
S (1.93, 4.33, -3.31)  0.41
N (1.47, 3.00, -2.29)  -0.82
C (0.62, 3.14, -1.17)  0.68
O (-0.19, 4.04, -0.97)  -0.55
C (1.00, 2.01, -0.26)  -0.19
C (2.19, 1.35, -0.58)  -0.21
C (2.88, 0.53, 0.31)  -0.21
C (2.31, 0.41, 1.58)  -0.13
C (1.05, 0.93, 1.89)  -0.16
C (0.40, 1.78, 0.98)  -0.16
S (2.83, 1.96, -2.10)  2.28
O (2.82, 0.97, -3.14)  -0.87
O (3.98, 2.77, -1.83)  -0.91
H (3.79, 0.04, -0.06)  0.24
H (2.85, -0.19, 2.32)  0.23
H (0.58, 0.64, 2.85)  0.25
H (-0.54, 2.27, 1.21)  0.23

* F_max: 3.364 eV Å⁻¹
* total charge: -1
* LUMO: 0.0809 Eh

Entry 4:
Computed, not measured: a molecular structure, C15H10I2N5OReS2 at a distorted geometry, with ωB97M-V with the def2-TZVPD basis set.

Last column: Mulliken spin population.
CARTESIAN COORDINATES (ANGSTROEM)
Re (0.54, 0.49, -0.48)  0.03
I (-3.27, 3.04, 2.10)  0.07
C (-3.22, 1.10, 1.32)  0.03
C (-4.29, 0.21, 1.49)  -0.03
C (-4.33, -1.03, 0.88)  0.16
I (-5.94, -2.32, 1.29)  0.21
C (-3.27, -1.43, -0.01)  0.03
C (-3.28, -2.52, -0.88)  0.00
C (-2.18, -2.75, -1.70)  0.04
C (-1.05, -1.95, -1.57)  -0.03
N (-0.99, -0.91, -0.73)  0.05
C (-2.13, -0.61, -0.03)  0.10
C (-2.09, 0.69, 0.58)  0.20
O (-1.04, 1.39, 0.33)  0.13
H (-5.11, 0.51, 2.12)  0.00
H (-4.15, -3.16, -0.96)  0.00
H (-2.20, -3.54, -2.43)  0.00
H (-0.17, -2.15, -2.17)  0.00
N (1.38, 3.39, -2.44)  0.00
C (2.23, 2.96, -1.52)  0.00
N (2.08, 1.86, -0.78)  -0.01
C (3.19, 1.68, 0.04)  -0.01
C (4.14, 2.65, -0.05)  0.00
S (3.72, 3.84, -1.19)  0.00
C (3.19, 0.46, 0.80)  0.01
C (4.09, -0.01, 1.71)  0.00
S (3.71, -1.59, 2.23)  0.00
C (2.30, -1.57, 1.20)  0.00
N (2.15, -0.43, 0.52)  -0.01
N (1.49, -2.62, 1.13)  0.01
H (0.50, 2.92, -2.63)  0.00
H (1.57, 4.24, -2.96)  0.00
H (5.06, 2.71, 0.51)  0.00
H (4.94, 0.52, 2.11)  0.00
H (1.69, -3.46, 1.65)  0.00
H (0.71, -2.64, 0.49)  0.00

* F_max: 2.357 eV Å⁻¹
* total charge: +3
* 2S+1: 2
* LUMO (spin up / spin down): -0.4200 / -0.4584 Eh

Entry 5:
Computed, not measured: C15H10O5 in the gas phase at a distorted geometry, with ωB97M-V with the def2-TZVPD basis set.

Last column: natural (NBO) charge in e.
CARTESIAN COORDINATES (ANGSTROEM)
O (-1.57, -3.03, -0.04)  -0.67
C (-1.16, -1.85, -0.02)  0.47
C (0.27, -1.60, -0.01)  0.15
O (1.02, -2.72, -0.02)  -0.67
C (0.77, -0.32, 0.00)  0.28
C (2.18, 0.07, 0.00)  -0.03
C (3.21, -0.87, 0.12)  -0.20
C (4.53, -0.46, 0.12)  -0.21
C (4.85, 0.88, 0.00)  -0.20
C (3.83, 1.82, -0.12)  -0.22
C (2.51, 1.42, -0.12)  -0.20
O (-0.08, 0.74, 0.02)  -0.43
C (-1.41, 0.59, 0.01)  0.39
C (-2.20, 1.73, 0.03)  -0.37
C (-3.58, 1.60, 0.03)  0.38
O (-4.32, 2.73, 0.04)  -0.65
C (-4.19, 0.35, 0.01)  -0.39
C (-3.42, -0.80, -0.01)  0.41
O (-4.00, -2.00, -0.03)  -0.66
C (-2.01, -0.69, -0.01)  -0.28
H (0.36, -3.45, -0.05)  0.51
H (2.97, -1.92, 0.22)  0.24
H (5.31, -1.20, 0.21)  0.22
H (5.88, 1.19, -0.01)  0.21
H (4.08, 2.87, -0.21)  0.22
H (1.73, 2.15, -0.21)  0.22
H (-1.75, 2.71, 0.04)  0.24
H (-5.26, 2.52, 0.04)  0.49
H (-5.26, 0.25, 0.00)  0.22
H (-3.28, -2.69, -0.04)  0.52

* F_max: 1.135 eV Å⁻¹
* total charge: 0
* structure (SMILES): O=c1c(O)c(-c2ccccc2)oc2cc(O)cc(O)c12
* LUMO: -0.0102 Eh

What DFT total energy values result from the calculations? In sequence: -43574.5616, -156286.5507, -80624.0333, -65188.6500, -25955.2188 eV.